1 | {"formula": "H12O5S2", "method": "ωB97M-V/def2-TZVPD", "elements": ["S", "S", "H", "H", "H", "H", "O", "H", "H", "O", "H", "H", "O", "H", "H", "O", "H", "H", "O"], "positions_angstrom": [[-1.6702, -2.2627, 2.9580], [-3.6405, -1.6909, 3.4681], [-1.2173, -1.1016, 3.5031], [-3.9921, -2.8738, 3.8671], [0.9479, 2.5727, 4.4574], [1.4415, 1.3581, 3.8647], [0.6535, 1.7369, 4.2102], [1.8098, 0.3811, 0.1342], [1.3277, 0.4921, 1.5061], [2.0894, 0.1524, 1.0775], [1.2433, -1.0636, -0.7870], [0.3995, -1.0483, -1.9767], [1.0239, -0.4779, -1.4982], [-0.3397, 2.3932, -3.4262], [0.8642, 2.7351, -4.2342], [0.1152, 2.0957, -4.2519], [-0.6778, -0.4637, -4.0429], [-0.1466, -1.5665, -4.8682], [-0.2316, -1.3683, -3.9610]], "multiplicity": 2, "orbital_gap_ev": [1.960, 5.969], "homo_energy_ev": [0.35, -3.70], "s2": 0.75, "total_charge": -1}

2 | {"formula": "H12O5S2", "method": "ωB97M-V/def2-TZVPD", "elements": ["S", "S", "H", "H", "H", "H", "O", "H", "H", "O", "H", "H", "O", "H", "H", "O", "H", "H", "O"], "positions_angstrom": [[3.4741, -2.6919, -0.1568], [1.8208, -1.6051, -0.6425], [4.0879, -2.5750, -1.3647], [1.0097, -2.6126, -0.3351], [1.3365, 1.6643, -3.1070], [-0.1417, 1.7465, -2.9903], [0.6289, 2.2469, -3.4147], [-3.7224, 3.9538, 3.5621], [-5.0252, 4.8817, 3.6794], [-4.5134, 4.2133, 4.0888], [-0.7472, 1.1534, 1.5579], [-0.7162, 2.4625, 0.8123], [-0.7176, 1.5057, 0.6459], [-2.5703, -0.3423, -1.6054], [-2.0141, 0.9819, -1.2751], [-2.3862, 0.5333, -2.0095], [-2.8191, -0.7489, 1.7093], [-1.9159, -1.8911, 1.8117], [-1.9469, -0.9894, 1.9810]], "multiplicity": 2, "orbital_gap_ev": [2.377, 8.863], "homo_energy_ev": [0.36, -5.97], "s2": 0.75, "total_charge": -1}

Energetically preferred structure: 2 | next structure: +0.0073 hartree

1 | {"formula": "C23H29NO3", "method": "ωB97M-V/def2-TZVPD", "elements": ["C", "C", "C", "C", "C", "C", "C", "C", "C", "C", "C", "O", "O", "N", "C", "O", "C", "C", "C", "C", "C", "C", "C", "C", "C", "C", "C", "H", "H", "H", "H", "H", "H", "H", "H", "H", "H", "H", "H", "H", "H", "H", "H", "H", "H", "H", "H", "H", "H", "H", "H", "H", "H", "H", "H", "H"], "positions_angstrom": [[-5.0769, -1.7659, 1.2821], [-4.2448, -2.1756, 0.0584], [-3.4705, -3.4655, 0.3632], [-5.2065, -2.4581, -1.0989], [-3.2552, -1.0660, -0.2595], [-2.3138, -0.6899, 0.6943], [-1.4030, 0.3218, 0.4562], [-1.3985, 0.9960, -0.7558], [-0.4596, 2.1504, -1.0376], [-1.2322, 3.4812, -0.8727], [-1.7763, 3.5667, 0.5293], [-1.1100, 3.5317, 1.5335], [-3.1043, 3.6664, 0.5540], [0.7042, 2.1590, -0.1880], [1.9424, 1.8588, -0.6377], [2.1618, 1.5353, -1.7872], [3.0127, 1.9481, 0.4361], [2.8671, 0.8200, 1.4618], [3.0148, -0.5671, 0.8211], [4.4119, -0.7833, 0.3114], [4.7330, -0.5255, -1.0156], [6.0311, -0.6888, -1.4672], [7.0235, -1.1117, -0.5996], [6.7119, -1.3712, 0.7242], [5.4146, -1.2065, 1.1750], [-2.3244, 0.6199, -1.7177], [-3.2365, -0.3910, -1.4741], [-4.4490, -1.6115, 2.1552], [-5.6136, -0.8413, 1.0791], [-5.8026, -2.5413, 1.5179], [-2.8186, -3.3436, 1.2236], [-2.8581, -3.7466, -0.4909], [-4.1637, -4.2773, 0.5737], [-5.8904, -3.2554, -0.8147], [-4.6668, -2.7799, -1.9863], [-5.7990, -1.5784, -1.3399], [-2.2829, -1.1900, 1.6507], [-0.6912, 0.5824, 1.2248], [-0.0902, 2.0728, -2.0677], [-0.5469, 4.3140, -1.0403], [-2.0575, 3.5330, -1.5803], [-3.4349, 3.6931, 1.4665], [0.5655, 2.4910, 0.7560], [2.9355, 2.9139, 0.9401], [3.9876, 1.8792, -0.0474], [1.8906, 0.8876, 1.9473], [3.6327, 0.9424, 2.2316], [2.7771, -1.3257, 1.5710], [2.3012, -0.6604, 0.0006], [3.9632, -0.1866, -1.6933], [6.2687, -0.4837, -2.5010], [8.0366, -1.2397, -0.9527], [7.4815, -1.7030, 1.4067], [5.1753, -1.4120, 2.2097], [-2.3318, 1.1218, -2.6748], [-3.9351, -0.6439, -2.2545]], "smiles": "CC(C)(C)c1ccc([C@@H](CC(=O)O)NC(=O)CCCc2ccccc2)cc1", "orbital_gap_ev": 9.386, "homo_energy_ev": -8.87, "total_charge": 0}

2 | {"formula": "C23H29NO3", "method": "ωB97M-V/def2-TZVPD", "elements": ["C", "C", "C", "C", "C", "C", "C", "C", "C", "C", "O", "C", "C", "C", "N", "C", "C", "C", "C", "C", "C", "C", "O", "C", "C", "O", "C", "H", "H", "H", "H", "H", "H", "H", "H", "H", "H", "H", "H", "H", "H", "H", "H", "H", "H", "H", "H", "H", "H", "H", "H", "H", "H", "H", "H", "H"], "positions_angstrom": [[-1.0868, -3.6506, 1.3767], [-0.1982, -3.0622, 0.3231], [1.1390, -3.4404, 0.2975], [2.0187, -2.9473, -0.6476], [1.5551, -2.0760, -1.6158], [0.2251, -1.7004, -1.6058], [-0.6608, -2.1498, -0.6303], [-2.0844, -1.6541, -0.6723], [-2.3153, -0.2492, -0.0629], [-2.0376, -0.2437, 1.4544], [-0.7149, -0.5445, 1.8204], [-3.7745, 0.1684, -0.3125], [-4.0293, 1.6298, 0.0610], [-2.9787, 2.5584, -0.5471], [-1.6519, 2.1014, -0.1895], [-0.5985, 3.0397, -0.5567], [0.7144, 2.5114, -0.0474], [0.9303, 2.4052, 1.3230], [2.0562, 1.7711, 1.8100], [2.9915, 1.2303, 0.9367], [2.8099, 1.3797, -0.4410], [1.6688, 2.0107, -0.9181], [3.7153, 0.9065, -1.3549], [4.9436, 0.5179, -0.7821], [4.7006, -0.2699, 0.5042], [4.0625, 0.5504, 1.4572], [-1.4247, 0.7854, -0.7536], [-2.0177, -4.0228, 0.9522], [-1.3199, -2.8932, 2.1209], [-0.5842, -4.4758, 1.8756], [1.4983, -4.1405, 1.0388], [3.0532, -3.2626, -0.6417], [2.2196, -1.6930, -2.3767], [-0.1367, -1.0461, -2.3859], [-2.7454, -2.3521, -0.1585], [-2.3968, -1.6114, -1.7202], [-2.6630, -1.0009, 1.9360], [-2.3108, 0.7386, 1.8549], [-0.1444, 0.1662, 1.5059], [-4.4530, -0.4769, 0.2495], [-3.9933, 0.0352, -1.3753], [-4.0187, 1.7449, 1.1447], [-5.0179, 1.9282, -0.2939], [-3.1179, 3.5719, -0.1610], [-3.1073, 2.5920, -1.6463], [-0.8316, 3.9982, -0.0833], [-0.5476, 3.1957, -1.6488], [0.1964, 2.8021, 2.0069], [2.2250, 1.6607, 2.8690], [1.5420, 2.0844, -1.9871], [5.4566, -0.0887, -1.5302], [5.5469, 1.4072, -0.5521], [5.6395, -0.5965, 0.9532], [4.0683, -1.1402, 0.2813], [-0.3779, 0.5169, -0.6152], [-1.6364, 0.7801, -1.8396]], "smiles": "Cc1ccccc1C[C@]1(CO)CCCN(Cc2ccc3c(c2)OCCO3)C1", "orbital_gap_ev": 9.090, "homo_energy_ev": -8.25, "total_charge": 0}

Energetically preferred structure: 1 | next structure: +0.0758 hartree

1 | {"formula": "C25H29N3O2", "method": "ωB97M-V/def2-TZVPD", "elements": ["C", "N", "C", "C", "C", "C", "C", "C", "C", "C", "O", "C", "C", "C", "C", "C", "C", "C", "O", "C", "C", "H", "H", "H", "H", "H", "H", "H", "H", "H", "H", "H", "H", "H", "H", "H", "C", "C", "N", "C", "C", "C", "C", "N", "C", "H", "H", "H", "H", "H", "H", "H", "H", "H", "H", "H", "H", "H", "H"], "positions_angstrom": [[3.2972, -1.6715, -4.4548], [2.2186, -0.7021, -4.5287], [2.0671, -0.1186, -5.8512], [1.5909, -0.2171, -3.3669], [2.1209, 0.8970, -2.6642], [1.5506, 1.3226, -1.4863], [0.3535, 0.7364, -1.0036], [-0.3441, 1.3193, 0.1237], [-0.5585, 2.6615, 0.2571], [-1.3175, 3.3227, 1.3736], [-1.8326, 2.7769, 2.3438], [-1.3634, 4.7743, 1.0318], [-1.9535, 5.8054, 1.7569], [-1.9014, 7.0972, 1.2305], [-1.2773, 7.3428, -0.0098], [-0.7124, 6.2970, -0.7441], [-0.7570, 5.0103, -0.2088], [-0.3082, 3.7129, -0.8039], [0.0912, 3.5549, -1.9535], [-0.1412, -0.4090, -1.6636], [0.4511, -0.8671, -2.8236], [3.3864, -2.0563, -3.4322], [3.0876, -2.5003, -5.1467], [4.2505, -1.2093, -4.7576], [1.2566, 0.6194, -5.8679], [3.0051, 0.3601, -6.1753], [1.8457, -0.9200, -6.5725], [2.9638, 1.4422, -3.0927], [1.9979, 2.1433, -0.9307], [-0.7823, 0.6774, 0.8698], [-2.4299, 5.5786, 2.7095], [-2.3455, 7.9216, 1.7805], [-1.2384, 8.3576, -0.3998], [-0.2331, 6.4600, -1.7077], [-1.0488, -0.8733, -1.2779], [0.0252, -1.7063, -3.3718], [-0.6274, -1.1498, 2.0928], [-0.6467, -2.4736, 2.5381], [0.4977, -3.2010, 2.7736], [1.7770, -2.5611, 2.7348], [0.5673, -4.6449, 2.6381], [-0.6645, -5.3468, 3.1507], [-1.8891, -4.6302, 2.6412], [-1.8019, -3.1858, 2.7710], [-3.0789, -2.5383, 2.7423], [-1.5811, -0.6631, 1.9363], [0.3316, -0.7121, 1.8444], [1.7751, -1.6618, 3.3574], [2.5138, -3.2597, 3.1483], [2.0931, -2.2784, 1.7200], [0.6799, -4.9000, 1.5644], [1.4689, -4.9768, 3.1714], [-0.6721, -6.3584, 2.7472], [-0.6643, -5.4300, 4.2395], [-2.0108, -4.8880, 1.5692], [-2.7912, -4.9503, 3.1811], [-3.0758, -1.6447, 3.3734], [-3.3983, -2.2467, 1.7310], [-3.8168, -3.2388, 3.1526]], "smiles": "CN(C)c1ccc(C=C2C(=O)c3ccccc3C2=O)cc1.C=C1N(C)CCCN1C", "orbital_gap_ev": 6.567, "homo_energy_ev": -7.22, "total_charge": 0}

2 | {"formula": "C25H29N3O2", "method": "ωB97M-V/def2-TZVPD", "elements": ["C", "C", "O", "C", "C", "C", "C", "C", "C", "C", "C", "O", "N", "C", "C", "C", "N", "C", "C", "C", "C", "C", "C", "C", "C", "C", "C", "N", "C", "C", "H", "H", "H", "H", "H", "H", "H", "H", "H", "H", "H", "H", "H", "H", "H", "H", "H", "H", "H", "H", "H", "H", "H", "H", "H", "H", "H", "H", "H"], "positions_angstrom": [[-6.1207, -1.2565, -1.0622], [-5.9055, -1.9483, 0.2103], [-4.9491, -1.2278, 1.0286], [-3.7250, -1.5683, 0.8331], [-3.1978, -2.5851, -0.2248], [-1.9061, -2.6267, -0.1093], [-1.0860, -1.9345, 0.8246], [0.3506, -1.8462, 0.3914], [1.2683, -0.8641, 0.6973], [2.6353, -0.9284, 0.6910], [3.5453, 0.3214, 0.8898], [4.5343, 0.2038, 1.6270], [3.0565, 1.5077, 0.0486], [3.7116, 2.6673, 0.4974], [2.5739, 3.8010, 0.8725], [1.5016, 3.9339, -0.2512], [0.6309, 2.6030, -0.4850], [0.0743, 2.5377, -1.6494], [-1.2550, 3.2325, -1.6639], [-1.5919, 3.3945, -0.3266], [-0.6002, 2.7328, 0.6366], [3.2816, -2.1059, 0.0421], [4.5071, -2.5187, -0.0354], [4.9894, -3.8454, -0.5328], [3.9493, -4.7270, -0.7343], [2.6752, -4.4976, -0.7867], [2.2490, -3.1515, -0.1321], [0.9281, -3.2596, -0.1017], [-1.5830, -0.9324, 1.4834], [-2.9815, -0.7953, 1.6097], [-5.2554, -1.3780, -1.7600], [-6.5047, -0.2015, -0.9586], [-6.9219, -1.6387, -1.7122], [-5.7205, -3.0749, 0.2152], [-6.9616, -1.7449, 0.9653], [-3.7778, -3.0763, -0.6335], [-1.2284, -3.1538, -0.9797], [0.7847, 0.1598, 1.3169], [2.2737, 1.2101, -0.1087], [4.3935, 2.3679, 1.2911], [4.2066, 2.8801, -0.3667], [1.9723, 3.2559, 1.9295], [3.0342, 4.5659, 1.1838], [1.9075, 4.0647, -1.2163], [1.0395, 4.6481, 0.0082], [-0.3218, 1.4011, -1.7699], [0.6853, 2.6384, -2.4370], [-1.0508, 4.2978, -2.0044], [-1.9726, 3.1340, -2.2279], [-2.5824, 2.9339, 0.2946], [-1.6889, 4.4547, 0.2350], [-0.7113, 1.4853, 0.8267], [-0.3641, 3.0862, 1.7560], [5.2855, -1.5965, 0.0067], [5.8735, -3.8091, -0.6970], [4.3941, -5.5997, -1.2789], [1.9750, -5.2021, -0.9108], [-0.9905, -0.2118, 2.3140], [-3.3329, -0.2131, 2.4309]], "smiles": "CCOc1ccc(-c2cc(C(=O)NCCCN3CCCC3)c3ccccc3n2)cc1", "orbital_gap_ev": 6.535, "homo_energy_ev": -7.27, "total_charge": 0}

Energetically preferred structure: 1 | next structure: +0.6423 hartree

1 | {"formula": "C3H5N3S2", "method": "ωB97M-V/def2-TZVPD", "elements": ["C", "C", "C", "H", "H", "H", "H", "H", "N", "N", "N", "S", "S"], "positions_angstrom": [[-0.1515, 0.6404, -1.4388], [-0.0753, 0.5203, 0.9510], [-0.6014, -0.3405, -0.2926], [-0.7365, 1.1417, -3.2525], [-1.6269, -0.0878, -2.6979], [1.2739, 2.1569, 0.6811], [-1.6305, -0.6697, -0.1128], [-0.5523, -2.4078, -1.6764], [-0.5840, 0.2219, -2.6666], [0.6444, 1.5646, -1.0901], [0.5457, 1.5492, 0.2947], [-0.1751, 0.0639, 2.6220], [0.4251, -1.8392, -0.3736]], "orbital_gap_ev": 7.997, "homo_energy_ev": -8.40, "total_charge": 0}

2 | {"formula": "C3H5N3S2", "method": "ωB97M-V/def2-TZVPD", "elements": ["S", "C", "N", "C", "C", "S", "N", "N", "H", "H", "H", "H", "H"], "positions_angstrom": [[1.3059, -3.3798, 0.7547], [0.6020, -1.8890, 0.4900], [0.4817, -1.1870, -0.6731], [-0.0006, -0.0220, -0.4196], [-0.3418, 0.9901, -1.4622], [-0.6767, 2.6561, -0.6713], [-0.2555, 0.1577, 0.9308], [0.0287, -1.1173, 1.4800], [-1.1936, 0.5489, -2.0393], [0.5145, 1.0432, -2.1799], [0.3324, 2.7841, 0.2189], [-1.1683, 0.6003, 1.1272], [0.3715, -1.1851, 2.4438]], "smiles": "S=c1nc(CS)[nH][nH]1", "orbital_gap_ev": 8.477, "homo_energy_ev": -8.24, "total_charge": 0}

Energetically preferred structure: 2 | next structure: +0.0742 hartree